# 1
This record from OMol25 describes an isolated molecule of C4H4Cl3F. The level of theory is the ωB97M-V functional and the def2-TZVPD basis.

The energy above the lowest of the compared OMol25 structures with the same formula, charge and spin is 7.3 kcal/mol. The HOMO energy comes out at -9.81 eV. The calculation puts the frontier orbital gap at 10.534 eV. The value obtained for the LUMO energy is 0.7 eV. The molar mass is 177.433 g mol⁻¹. Its SMILES is C[C@](F)(Cl)C=C(Cl)Cl.

```
! wB97M-V def2-TZVPD RIJCOSX def2/J DEFGRID3
* xyz 0 1
Cl 3.630 -2.486 1.536
Cl -1.266 -2.296 0.666
Cl 2.040 -3.957 -0.374
F 0.093 -1.842 -1.440
C 1.376 -1.515 0.593
C 2.207 -2.539 0.556
C -0.054 -1.297 -0.192
C -0.510 0.126 -0.340
H -1.345 0.131 -1.042
H 1.586 -0.679 1.241
H 0.294 0.733 -0.747
H -0.847 0.531 0.606
*
```

Löwdin charges, unit e, in atom order:
1 Cl 0.631
2 Cl 0.672
3 Cl 0.679
4 F -0.050
5 C -0.173
6 C -1.180
7 C -0.862
8 C -0.080
9 H 0.091
10 H 0.097
11 H 0.092
12 H 0.082

# 2
This record from OMol25 describes a structure of composition C4H4Cl5N2. The level of theory is the ωB97M-V functional and the def2-TZVPD basis.

The energy above the lowest of the compared OMol25 structures with the same formula, charge and spin is 0.0 kcal/mol. The HOMO energy comes out at -14.75 eV. The calculation puts the frontier orbital gap at 10.096 eV. The value obtained for the LUMO energy is -4.7 eV. The molar mass is 257.355 g mol⁻¹.

```
! wB97M-V def2-TZVPD RIJCOSX def2/J DEFGRID3
* xyz 1 1
Cl 3.506 -1.075 -1.549
Cl 4.079 -0.531 1.228
Cl -0.707 -2.412 0.296
Cl 2.331 1.849 -1.191
Cl 1.662 1.477 1.447
N 0.555 -0.071 -0.315
N 1.846 -1.697 0.355
C 1.818 0.589 -0.075
C 2.764 -0.620 0.037
C -0.626 0.650 -0.714
C 0.569 -1.325 0.077
H -0.488 1.772 -0.453
H -0.914 0.549 -1.818
H -1.473 0.232 -0.005
H 2.039 -2.647 0.723
*
```

Löwdin charges, unit e, in atom order:
1 Cl 0.667
2 Cl 0.697
3 Cl 0.916
4 Cl 0.726
5 Cl 0.714
6 N -0.181
7 N 0.010
8 C -1.198
9 C -1.181
10 C -0.047
11 C -0.679
12 H 0.115
13 H 0.133
14 H 0.125
15 H 0.183

# 3
This record from OMol25 describes an isolated molecule of C4H4ClF. The level of theory is the ωB97M-V functional and the def2-TZVPD basis.

The energy above the lowest of the compared OMol25 structures with the same formula, charge and spin is 6.5 kcal/mol. The HOMO energy comes out at -9.08 eV. The calculation puts the frontier orbital gap at 9.501 eV. The value obtained for the LUMO energy is 0.4 eV. The molar mass is 106.527 g mol⁻¹. Its SMILES is C=C/C(F)=C\Cl.

```
! wB97M-V def2-TZVPD RIJCOSX def2/J DEFGRID3
* xyz 0 1
Cl 1.795 1.744 -0.094
F -1.960 0.804 0.249
C 0.652 -1.575 -0.320
C -0.630 0.593 0.167
C 0.083 1.718 0.144
C -0.393 -0.828 0.031
H 1.626 -1.117 -0.497
H 0.607 -2.655 -0.398
H -1.362 -1.307 0.234
H -0.418 2.622 0.483
*
```

Löwdin charges, unit e, in atom order:
1 Cl 0.629
2 F 0.030
3 C 0.036
4 C -0.390
5 C -0.485
6 C -0.120
7 H 0.040
8 H 0.060
9 H 0.115
10 H 0.085

# 4
This record from OMol25 describes an isolated molecule of C4H4ClN. The level of theory is the ωB97M-V functional and the def2-TZVPD basis.

The energy above the lowest of the compared OMol25 structures with the same formula, charge and spin is 28.3 kcal/mol. The HOMO energy comes out at -9.91 eV. The calculation puts the frontier orbital gap at 10.673 eV. The value obtained for the LUMO energy is 0.8 eV. The molar mass is 101.536 g mol⁻¹. Its SMILES is N#CC/C=C/Cl.

```
! wB97M-V def2-TZVPD RIJCOSX def2/J DEFGRID3
* xyz 0 1
Cl -3.035 -0.782 -0.079
N 2.732 -1.339 -0.201
C -0.425 -0.233 0.377
C -1.555 0.099 -0.245
C 0.807 0.489 0.031
C 1.917 -0.513 -0.163
H -1.667 0.849 -0.998
H 0.876 1.107 0.900
H -0.360 -0.951 1.112
H 0.710 1.273 -0.734
*
```

Löwdin charges, unit e, in atom order:
1 Cl 0.601
2 N 0.138
3 C -0.202
4 C -0.559
5 C -0.185
6 C -0.183
7 H 0.059
8 H 0.111
9 H 0.092
10 H 0.127